The following is a DFT calculation (ωB97M-V/def2-TZVPD) of a molecular structure, C28H23BrIN4O6RbS2Te.

Last column: Mulliken charge in e.
Cartesian coordinates (Å):
Rb: 0.1208 1.0311 0.2931  0.7420
C: 2.5968 0.6635 3.9970  -0.4696
C: 3.2898 1.2687 2.8292  0.2387
N: 2.8141 1.3502 1.6016  -0.2404
C: 3.7983 1.9434 0.8450  0.7556
C: 4.8836 2.2268 1.6371  -0.4080
N: 4.5343 1.7909 2.8896  0.0329
C: 6.2163 2.8402 1.4349  0.6006
O: 6.5064 3.2351 0.2236  -0.6046
O: 6.9717 2.9639 2.3847  -0.6946
C: 3.6268 2.1742 -0.6329  0.2939
O: 4.5982 2.6834 -1.2585  -0.8683
O: 2.5399 1.8199 -1.1319  -0.4873
H: 1.6143 1.1132 4.1480  0.1358
H: 3.1639 0.8039 4.9178  -0.1473
H: 2.4530 -0.4058 3.8315  0.2513
H: 5.1331 1.8804 3.6944  0.2403
H: 5.7118 3.0182 -0.4386  0.4966
C: -2.4769 -3.6149 -5.8278  -1.5076
C: -2.6527 -2.8575 -4.5393  1.0395
C: -1.5471 -2.4559 -3.7925  -0.7746
C: -1.7019 -1.7076 -2.6385  -0.6088
C: -2.9721 -1.3435 -2.2119  0.2127
C: -4.0833 -1.7524 -2.9295  -0.5394
C: -3.9195 -2.5068 -4.0842  -0.6162
S: -3.1616 -0.2426 -0.8180  1.2430
O: -2.5627 0.9975 -1.3144  -0.7007
O: -4.5859 -0.1813 -0.5458  -0.7852
N: -2.2377 -0.8141 0.2820  -0.4021
C: -2.5569 -1.2032 1.5633  0.1381
C: -3.8355 -1.6288 1.9740  -0.3432
C: -4.0227 -1.9619 3.2990  -0.4201
C: -2.9599 -1.8755 4.1951  -0.5772
C: -1.7356 -1.4707 3.6941  -0.2435
N: -1.5197 -1.1615 2.4153  -0.2120
H: -1.5111 -4.1206 -5.8600  0.3615
H: -2.5178 -2.9329 -6.6814  0.2142
H: -3.2605 -4.3633 -5.9606  0.4116
H: -0.5497 -2.7173 -4.1299  0.3056
H: -0.8369 -1.3914 -2.0697  0.5780
H: -5.0656 -1.4638 -2.5769  0.4946
H: -4.7928 -2.8209 -4.6475  0.3404
H: -4.6439 -1.6511 1.2597  0.3814
H: -5.0027 -2.2792 3.6392  0.3755
H: -3.0743 -2.0915 5.2485  0.3720
H: -0.8814 -1.3672 4.3554  0.3843
Te: -0.3380 1.9926 6.3722  -0.3620
C: 1.6393 1.6875 7.0114  -0.3693
C: 2.7100 2.5467 6.9867  -0.2761
C: 3.9450 1.9598 7.3865  -0.5040
C: 3.8178 0.6446 7.7226  -0.3927
S: 2.1826 0.1420 7.5510  -0.2153
H: 2.6095 3.5735 6.6616  0.3779
H: 4.8849 2.4964 7.4164  0.3716
H: 4.5766 -0.0446 8.0608  0.3719
Br: 1.5871 -0.1105 -6.7759  -0.2253
C: -0.1575 0.2430 -6.1134  0.4357
C: -1.2296 -0.0764 -6.9406  -0.4889
C: -2.5225 0.1486 -6.5050  -0.5327
C: -2.7425 0.6884 -5.2444  -0.6379
C: -1.6711 1.0048 -4.4287  -0.3135
C: -0.3561 0.7882 -4.8542  -0.1493
I: 1.1607 1.2745 -3.4955  0.2148
H: -1.0405 -0.5018 -7.9176  0.4013
H: -3.3559 -0.1103 -7.1478  0.3982
H: -3.7490 0.8455 -4.8777  0.4014
H: -1.8555 1.3865 -3.4318  0.5048

Atomic forces in eV per Å
0.0 -0.1 0.1
0.0 0.0 0.0
0.0 0.0 0.0
0.1 0.0 0.0
-0.1 0.0 -0.1
0.0 0.0 0.0
0.0 0.0 0.0
-0.1 0.1 0.0
0.0 0.0 0.0
0.0 0.0 0.0
-0.1 -0.2 0.0
0.0 0.0 0.0
0.0 0.1 0.0
0.0 0.0 0.0
0.0 0.0 -0.1
0.0 0.0 0.0
0.0 0.0 0.0
0.0 0.0 0.0
0.0 0.0 0.0
0.0 0.0 0.0
0.0 0.0 0.0
0.0 0.0 0.0
0.0 0.0 0.0
0.0 0.0 0.0
0.0 0.0 0.0
0.1 0.1 -0.1
-0.1 0.0 0.0
0.0 0.0 0.0
0.2 0.0 0.0
0.0 0.0 -0.3
0.1 0.0 0.2
0.1 0.0 0.0
0.0 0.0 0.0
0.0 0.0 0.0
-0.1 0.1 0.1
0.0 0.0 0.0
0.0 0.0 0.0
0.0 0.0 0.0
0.0 0.0 0.0
0.0 0.0 0.0
0.0 0.0 0.0
0.0 0.0 0.0
0.0 0.0 0.0
0.0 0.0 0.0
0.0 0.0 0.0
0.0 0.0 0.0
-0.1 0.0 0.1
0.1 0.0 0.0
0.0 0.0 0.0
0.0 0.0 0.0
0.0 -0.1 0.0
-0.1 0.0 0.0
0.0 0.0 0.0
0.0 0.0 0.0
0.0 0.1 0.0
0.0 0.0 0.0
0.0 0.0 0.0
0.1 0.0 0.0
-0.1 0.0 0.0
0.0 0.0 0.0
0.1 0.0 -0.1
-0.1 0.1 0.1
-0.1 0.0 0.0
0.0 0.0 0.0
0.0 0.0 0.0
0.0 0.0 0.0
0.0 0.0 0.0

Properties
LUMO = 3.41 eV
largest force on an atom = 0.26 eV/Å
multiplicity = 1
electronic energy = -5711.6854 Eh
relative energy (zero: lowest compared OMol25 entry of this formula, charge and spin) = 0.00 kJ/mol
HOMO = -0.05898 hartree
total charge = -2
Kohn-Sham gap = 0.18411 hartree